(1)
The following is a DFT calculation (ωB97M-V/def2-TZVPD) of a 2-piece molecular cluster, C2H9N2S overall at a distorted geometry.

Structure (XYZ):
```
14
Properties=species:S:1:pos:R:3:forces:R:3:mulliken_charge:R:1
C -2.392270 0.399969 -0.382727 -0.6 -1.8 2.1 -0.393
C -0.900992 0.511403 -0.313935 -1.2 -3.0 -0.4 -0.117
N -2.924020 -0.821875 0.273781 1.5 0.7 -1.4 -0.478
N 3.249701 -0.221532 0.182347 -2.7 2.1 -3.5 -0.448
S 0.103782 -0.621232 0.257419 0.0 0.2 0.1 -0.307
H -2.932957 0.682456 -1.282086 0.7 -0.2 -0.7 0.382
H -2.626904 1.212842 0.245523 -0.7 1.4 1.1 0.303
H -0.508146 1.313379 -0.798106 1.1 2.6 -1.1 0.407
H -3.125272 -1.525137 -0.409251 -0.3 -0.3 0.1 0.191
H -3.577284 -0.770386 1.025354 -0.4 0.4 0.0 0.203
H 3.430151 -0.836892 -0.597204 0.8 -0.9 0.4 0.388
H 3.823058 0.593948 0.108385 0.5 0.8 -0.4 0.359
H 3.304563 -0.506143 1.096755 0.2 -1.9 2.6 0.363
H 2.160490 0.014078 -0.049217 1.1 -0.3 1.0 0.147
```
Forces are in eV/Å.

Its charge is +1. The largest force on an atom is 4.86 eV/A. As for the energy relative to the best compared isomer or geometry (same formula, charge and spin): 193.3 kJ/mol. As for the orbital gap: 0.312 hartree. The value obtained for the LUMO energy is -3.98 eV.

***

(2)
The following is a DFT calculation (ωB97M-V/def2-TZVPD) of C28H34NOTm as an isolated structure at a distorted geometry.

Structure (XYZ):
```
65
Properties=species:S:1:pos:R:3:forces:R:3:mulliken_charge:R:1
C 2.099019 0.015628 0.635942 0.8 0.1 -0.2 -0.247
C 2.153304 -0.722101 -0.578454 0.7 0.8 -0.3 -1.023
C 1.841059 0.165994 -1.648756 0.2 0.1 0.7 0.053
H 2.488796 -1.751203 -0.698171 -0.3 0.3 0.1 0.543
C 1.568714 1.453560 -1.084276 0.6 -0.3 0.3 -0.147
C 1.748053 1.359813 0.324653 0.6 0.2 -0.4 -1.156
H 1.409709 2.369835 -1.648938 0.0 -0.3 0.3 0.546
C -1.371227 -1.977505 1.239026 0.0 -0.2 -0.3 -0.763
C -0.163427 -2.506324 0.699312 -0.5 -0.3 0.1 -0.754
C -0.287488 -2.533987 -0.720470 -0.7 0.2 -0.1 -0.705
H 0.686758 -2.887905 1.276837 -0.5 0.2 -0.3 0.482
C -1.543259 -1.944236 -1.068764 0.4 -0.5 0.8 -0.603
C -2.233306 -1.630174 0.160730 0.7 -0.3 -0.3 -0.717
H 1.938019 -0.056890 -2.706113 -0.2 0.0 0.1 0.500
H 1.606066 2.176636 1.030573 0.1 -0.4 -0.2 0.457
H 2.278342 -0.388067 1.633488 -0.1 0.2 -0.4 0.460
H -3.250359 -1.244224 0.232354 0.4 0.0 0.1 0.381
H 0.413259 -2.988051 -1.424610 -0.2 0.4 0.3 0.553
H -1.553077 -1.765500 2.290310 0.0 -0.2 -0.4 0.541
Tm -0.224235 -0.066426 -0.048962 -0.2 -0.5 0.8 0.652
C -1.984487 -1.478423 -2.437801 -0.2 0.2 -0.1 3.302
C -3.511037 -1.631989 -2.513037 -0.3 -0.2 -0.2 -1.811
C -1.324118 -2.281873 -3.565045 0.0 0.0 -0.1 -1.994
H -3.799034 -2.657186 -2.238233 0.2 0.2 0.0 0.361
H -3.887773 -1.428756 -3.517196 0.1 -0.1 0.3 0.484
H -4.015949 -0.941422 -1.831578 0.0 -0.1 -0.1 0.383
H -1.471409 -3.360336 -3.417581 0.0 0.3 0.0 0.419
H -0.245196 -2.094156 -3.635351 -0.1 0.0 0.1 0.270
H -1.777350 -2.008563 -4.527152 0.1 0.0 0.1 0.451
C -1.499453 0.022468 -2.545366 0.0 0.1 -0.4 0.447
C -2.146907 0.846738 -3.655993 -1.5 0.3 -0.4 -0.254
H -0.405856 0.029751 -2.707767 -0.3 0.0 0.3 -0.519
H -1.770633 0.584141 -1.604430 -0.1 -0.2 -0.7 0.314
O -3.346672 0.688473 -3.888668 1.4 0.5 -0.2 -0.684
N -1.415821 1.758163 -4.399315 -0.4 0.3 0.3 -0.089
C -0.245703 2.546855 -3.984798 -0.2 -0.2 -0.1 -0.684
H -2.013341 2.236390 -5.069322 0.1 -0.3 0.2 0.296
C 1.046840 1.993930 -4.549087 0.2 0.0 -0.2 0.514
C 2.247745 2.679675 -4.323135 0.0 -0.4 -0.1 -0.272
H 2.218384 3.663559 -3.848027 0.1 -0.3 0.0 0.362
C 3.459920 2.102777 -4.705250 -0.2 -0.1 -0.1 -0.514
H 4.396040 2.617672 -4.490039 -0.2 -0.1 -0.1 0.384
C 3.473518 0.864368 -5.361868 -0.2 0.0 0.1 -0.549
H 4.421725 0.396806 -5.634766 -0.3 0.2 0.1 0.383
C 2.266259 0.237325 -5.684963 -0.1 0.3 0.1 -0.595
H 2.247737 -0.701426 -6.238866 0.1 0.2 0.1 0.396
C 1.050321 0.815247 -5.300936 0.3 0.1 0.2 -0.242
H 0.092807 0.370807 -5.588250 0.5 0.0 0.2 0.454
H -0.208927 2.609479 -2.882180 0.1 -0.1 -0.5 -0.013
H -0.376476 3.581578 -4.349149 -0.1 -0.4 0.2 0.584
C 0.448485 1.489961 5.512677 0.1 0.2 0.1 -1.668
C -0.083873 0.218963 4.846828 0.1 -0.1 0.3 1.974
C 0.877657 -0.941309 5.144082 0.1 -0.1 0.0 -1.498
C -1.475427 -0.093597 5.401626 -0.2 -0.1 0.2 -1.564
C -0.184650 0.402515 3.403030 0.0 0.4 -0.8 -0.389
C -0.288321 0.554767 2.192978 -0.5 0.0 0.5 -0.788
H 0.493097 1.358201 6.601767 0.0 0.0 -0.2 0.395
H -0.205719 2.337668 5.289248 0.1 -0.1 0.0 0.368
H 1.452391 1.720483 5.144104 -0.1 0.0 0.1 0.357
H 0.935315 -1.108880 6.226962 0.0 0.0 -0.2 0.386
H 0.541803 -1.863255 4.655351 0.0 0.1 0.1 0.321
H 1.882135 -0.715608 4.767936 -0.1 0.0 0.1 0.360
H -2.168031 0.724111 5.176694 0.1 -0.1 0.0 0.373
H -1.878652 -1.007841 4.953420 0.1 0.1 0.1 0.340
H -1.423484 -0.221424 6.490536 -0.1 0.0 -0.2 0.397
```
Forces are in eV/Å.

Its charge is 0. The largest force on an atom is 1.54 eV/A. As for the orbital gap (spin up / spin down): 0.291 / 0.292 hartree. The value obtained for the LUMO energy (spin up / spin down) is -0.01 / 0.02 eV. Its expectation value of S² is 2.003. As for the multiplicity: 3.

***

(3)
The following is a DFT calculation (ωB97M-V/def2-TZVPD) of C8H19CdGeNOSSe3Te as an isolated structure.

Structure (XYZ):
```
36
Properties=species:S:1:pos:R:3:forces:R:3:mulliken_charge:R:1
Cd 0.729842 -2.688460 1.751910 0.5 -0.2 0.0 0.087
Se 1.740347 -5.095048 0.751564 -0.2 -0.1 0.0 -0.405
Se 2.388880 -6.473320 3.803086 -0.1 0.1 -0.3 0.352
Te 4.632583 -4.664671 5.294099 0.0 0.2 -0.1 0.276
Se 3.226004 -2.728442 4.623908 0.1 -0.1 0.0 -0.005
O 3.078366 -5.857364 5.367687 -0.1 -0.2 0.3 -0.536
S 3.061382 -4.742406 2.429083 0.2 -0.2 0.1 0.114
N 2.451298 -3.387100 3.024918 -0.2 0.3 -0.1 -0.264
C -1.400519 4.515659 0.346222 0.0 0.0 0.0 -1.276
C -0.443137 3.477075 0.921815 0.0 0.0 0.0 -0.467
C -0.731900 2.065649 0.419293 0.0 0.0 0.0 -0.176
C 0.217503 1.013419 0.997246 0.0 0.1 0.0 -1.037
Ge -0.233288 -0.799575 0.398303 -0.4 0.0 0.1 0.581
C 0.447335 -1.095278 -1.424202 -0.1 0.0 -0.1 -1.076
C -0.067888 -0.155327 -2.517258 0.1 0.0 0.0 -0.548
C -1.574291 -0.177707 -2.736670 0.0 0.0 0.0 -0.143
C -2.002626 0.754096 -3.865192 0.0 0.0 0.0 -1.313
H -1.181280 5.517941 0.718831 0.0 0.0 0.0 0.384
H -2.434448 4.280142 0.609619 0.0 0.0 0.0 0.309
H -1.335712 4.543651 -0.744174 0.0 0.0 0.0 0.296
H -0.503522 3.482899 2.014392 0.0 0.0 0.0 0.344
H 0.587519 3.742912 0.667433 0.0 0.0 0.0 0.327
H -0.673073 2.062938 -0.674555 0.0 0.0 0.0 -0.036
H -1.766227 1.803387 0.667089 0.0 0.0 0.0 0.377
H 0.183924 1.037250 2.088831 0.0 0.0 0.0 0.476
H 1.250740 1.227724 0.709509 0.0 0.0 0.0 0.382
H -1.780784 -0.859588 0.395793 0.0 0.0 0.0 -0.029
H 0.239429 -2.136555 -1.683315 0.0 0.0 -0.1 0.398
H 1.533958 -1.012470 -1.355927 0.1 0.0 0.0 0.386
H 0.423891 -0.421403 -3.460156 0.0 0.0 0.0 0.422
H 0.243759 0.871047 -2.297016 0.0 0.0 0.0 0.242
H -2.087496 0.107628 -1.813258 0.0 0.0 0.0 0.220
H -1.889158 -1.202320 -2.959528 0.0 0.0 0.0 0.359
H -1.726831 1.788093 -3.640939 0.0 0.0 0.0 0.281
H -3.082754 0.724671 -4.020436 0.0 0.0 0.0 0.372
H -1.521827 0.480852 -4.808005 0.0 0.0 0.0 0.327
```
Forces are in eV/Å.

Its charge is 0. The largest force on an atom is 0.51 eV/A. As for the energy relative to the best compared isomer or geometry (same formula, charge and spin): 337.0 kJ/mol. As for the orbital gap: 0.256 hartree. The value obtained for the LUMO energy is -0.98 eV.

***

(4)
The following is a DFT calculation (ωB97M-V/def2-TZVPD) of a 2-piece molecular cluster, C2H5ClOS overall at a distorted geometry.

Structure (XYZ):
```
10
Properties=species:S:1:pos:R:3:forces:R:3:mulliken_charge:R:1
C -0.747216 0.746891 0.371297 2.2 0.0 -0.4 -0.302
C -0.035103 -0.288319 -0.485055 -4.6 -1.1 -2.9 -0.323
O -0.065183 -1.511929 0.167123 2.4 -0.8 1.1 -0.427
S 1.358970 0.310053 -1.383931 0.4 -0.5 0.0 -0.101
Cl 0.238883 1.173235 1.811018 0.5 0.2 0.0 -0.214
H -1.515125 0.267169 0.819502 -2.8 -1.4 1.0 0.284
H -1.066431 1.650111 -0.078674 0.0 0.7 -0.8 0.365
H -1.059897 -0.704310 -1.597692 2.7 1.8 2.9 0.253
H 0.777819 -1.722564 0.687362 -1.6 0.7 -1.1 0.345
H 2.113284 0.079663 -0.310952 0.6 0.3 0.1 0.120
```
Forces are in eV/Å.

Its charge is 0. The largest force on an atom is 5.52 eV/A. As for the energy relative to the best compared isomer or geometry (same formula, charge and spin): 190.0 kJ/mol. As for the orbital gap: 0.376 hartree. The value obtained for the LUMO energy is 0.60 eV.

***

(5)
The following is a DFT calculation (ωB97M-V/def2-TZVPD) of a 3-piece molecular cluster, C4H15N2O2 overall at a distorted geometry.

Structure (XYZ):
```
23
Properties=species:S:1:pos:R:3:forces:R:3:mulliken_charge:R:1
N 3.304686 0.168152 -2.851860 1.9 -2.8 -0.6 -0.647
C -0.831800 -1.238223 0.098163 -0.3 1.9 2.3 0.208
C -1.841370 -0.166582 -0.078648 -0.3 0.6 -0.8 -0.450
C -3.203393 -0.345264 0.672239 0.7 2.1 0.7 -0.460
O -4.014715 0.917184 0.512057 0.4 -3.2 0.0 -0.487
C 0.544210 -0.854935 0.403365 3.7 -0.4 -0.5 -0.659
N 0.831607 -0.134168 1.804579 -2.4 -2.0 -1.9 -0.623
H 3.507980 0.970393 -2.314306 0.2 1.0 0.2 0.210
H 2.646457 0.306048 -3.589867 0.0 0.4 -0.4 0.210
H 4.201891 -0.310881 -3.226035 -2.2 1.4 0.9 0.236
H -0.982599 -2.292214 0.443157 -0.8 0.7 -1.2 0.393
H -1.388076 0.799042 0.265513 -0.1 -0.7 -0.4 0.311
H -2.040435 0.068211 -1.195012 0.3 -0.7 1.2 0.395
H -3.677535 -1.235267 0.294817 -0.6 -0.2 0.1 0.384
H -2.869332 -0.429221 1.752567 -1.0 -0.1 -1.0 0.235
H -4.947344 0.579265 0.458351 1.1 0.7 0.1 0.341
H 1.080951 -0.139885 -0.278359 -0.9 -0.7 -0.2 0.365
H 1.152714 -1.814431 0.432774 -0.5 1.4 0.1 0.310
H 0.532356 0.849053 1.739782 -0.4 -0.5 0.1 0.261
H 0.117952 -0.693138 2.288482 0.6 1.0 1.4 0.309
H 2.152481 1.078946 1.050074 0.9 0.3 -0.1 0.465
H 3.265885 2.131481 0.856925 -0.1 0.0 0.0 0.336
O 2.457430 1.786434 0.461241 -0.3 -0.2 0.1 -0.644
```
Forces are in eV/Å.

Its charge is +1. The largest force on an atom is 3.70 eV/A. As for the energy relative to the best compared isomer or geometry (same formula, charge and spin): 560.5 kJ/mol. As for the orbital gap: 0.168 hartree. The value obtained for the LUMO energy is -7.66 eV.

***

(6)
The following is a DFT calculation (ωB97M-V/def2-TZVPD) of a 2-piece molecular cluster, C7H14FNO overall at a distorted geometry.

Structure (XYZ):
```
24
Properties=species:S:1:pos:R:3:forces:R:3:mulliken_charge:R:1
H -1.313483 1.160892 -2.060519 1.2 -0.1 -3.0 0.177
N -1.633769 1.187111 -1.162370 -0.8 0.2 2.0 -0.564
C -1.385199 2.254493 -0.572726 -0.5 -0.6 0.8 0.863
C -0.724082 3.533968 -0.969842 0.8 1.0 1.2 -1.005
F -1.927175 2.249613 0.675778 0.5 1.0 0.2 -0.323
H 0.075061 3.979048 -0.319283 -0.4 -1.4 0.0 0.262
H -1.409393 4.368294 -0.896820 -0.7 0.0 -0.5 0.331
H -0.277349 3.475790 -1.941033 -0.1 -0.1 -0.7 0.316
O 1.171532 1.184468 0.905085 -0.4 -1.3 0.3 -0.475
C 1.924803 -0.095553 0.727824 -0.4 2.5 -3.9 -0.783
C 1.274160 -1.156646 -0.240099 -1.6 0.3 1.0 -0.407
C -0.218450 -1.482244 0.160857 3.5 0.3 -1.1 -0.004
C -0.913045 -2.524737 -0.578743 -4.2 -0.1 0.8 -0.635
C -0.461426 -2.752177 0.874771 -0.1 -0.3 -0.1 -0.668
H 0.808649 1.165691 1.810096 0.0 0.0 -0.7 0.287
H 2.072862 -0.431732 1.664332 0.9 -1.6 3.1 0.443
H 2.826031 0.388239 0.271216 -0.2 -1.4 0.4 0.225
H 1.262844 -0.680998 -1.217520 0.1 -0.2 -0.3 0.245
H 1.745915 -2.190879 -0.285722 0.1 1.6 0.1 0.340
H -0.869158 -0.681956 0.325064 -0.5 1.3 0.8 0.406
H -0.498451 -3.079955 -1.374448 0.7 -0.6 -0.5 0.277
H -2.082249 -2.332635 -0.723440 2.7 -0.5 0.2 0.195
H -1.107488 -2.606084 1.719667 -0.7 -0.6 0.0 0.265
H 0.336524 -3.488534 1.038047 -0.2 0.6 -0.1 0.232
```
Forces are in eV/Å.

Its charge is 0. Its SMILES is [H]/N=C(\C)F.OCCC1CC1. The largest force on an atom is 4.63 eV/A. As for the energy relative to the best compared isomer or geometry (same formula, charge and spin): 0.0 kJ/mol. As for the orbital gap: 0.395 hartree. The value obtained for the LUMO energy is 0.87 eV.

***

Repeat the first record exactly.
The following is a DFT calculation (ωB97M-V/def2-TZVPD) of a 2-piece molecular cluster, C2H9N2S overall at a distorted geometry.

Structure (XYZ):
```
14
Properties=species:S:1:pos:R:3:forces:R:3:mulliken_charge:R:1
C -2.392270 0.399969 -0.382727 -0.6 -1.8 2.1 -0.393
C -0.900992 0.511403 -0.313935 -1.2 -3.0 -0.4 -0.117
N -2.924020 -0.821875 0.273781 1.5 0.7 -1.4 -0.478
N 3.249701 -0.221532 0.182347 -2.7 2.1 -3.5 -0.448
S 0.103782 -0.621232 0.257419 0.0 0.2 0.1 -0.307
H -2.932957 0.682456 -1.282086 0.7 -0.2 -0.7 0.382
H -2.626904 1.212842 0.245523 -0.7 1.4 1.1 0.303
H -0.508146 1.313379 -0.798106 1.1 2.6 -1.1 0.407
H -3.125272 -1.525137 -0.409251 -0.3 -0.3 0.1 0.191
H -3.577284 -0.770386 1.025354 -0.4 0.4 0.0 0.203
H 3.430151 -0.836892 -0.597204 0.8 -0.9 0.4 0.388
H 3.823058 0.593948 0.108385 0.5 0.8 -0.4 0.359
H 3.304563 -0.506143 1.096755 0.2 -1.9 2.6 0.363
H 2.160490 0.014078 -0.049217 1.1 -0.3 1.0 0.147
```
Forces are in eV/Å.

Its charge is +1. The largest force on an atom is 4.86 eV/A. As for the energy relative to the best compared isomer or geometry (same formula, charge and spin): 193.3 kJ/mol. As for the orbital gap: 0.312 hartree. The value obtained for the LUMO energy is -3.98 eV.

***

Question: Which value of charge does entry 5 give?
Answer: +1